Entry 1:
{
  "formula": "C3H9NO",
  "method": "ωB97M-V with the def2-TZVPD basis set",
  "elements": ["C", "C", "O", "C", "N", "H", "H", "H", "H", "H", "H", "H", "H", "H"],
  "positions_angstrom": [[-0.19, 0.43, -1.48], [-0.77, 0.20, -0.12], [-1.29, -1.12, -0.04], [0.27, 0.50, 0.99], [1.32, -0.53, 1.16], [-0.95, 0.40, -2.25], [0.51, -0.34, -1.75], [0.32, 1.38, -1.61], [-1.63, 0.82, 0.11], [-0.61, -1.73, -0.36], [-0.16, 0.71, 1.96], [0.73, 1.44, 0.68], [1.28, -0.82, 2.13], [1.16, -1.34, 0.57]],
  "lowdin_charge": [-0.06, -0.44, -0.05, -0.23, 0.01, 0.08, 0.08, 0.08, 0.14, 0.08, 0.10, 0.10, 0.06, 0.05],
  "gap_ev": 10.277,
  "smiles": "C[C@@H](O)CN",
  "e_above_lowest_kcal_mol": 22.86,
  "e_homo_ev": -9.3,
  "lumo_energy_ev": 0.977
}

Entry 2:
{
  "formula": "C4H7NO",
  "method": "ωB97M-V with the def2-TZVPD basis set",
  "elements": ["O", "C", "C", "C", "N", "C", "H", "H", "H", "H", "H", "H", "H"],
  "positions_angstrom": [[1.95, 0.81, 0.32], [0.90, 0.44, -0.51], [0.33, -1.11, -0.03], [-1.00, -0.41, 0.04], [-0.88, 0.60, 1.10], [-0.50, 0.95, -0.27], [1.69, -0.12, 0.60], [1.17, 0.38, -1.56], [0.58, -1.63, 0.93], [0.50, -1.82, -0.84], [-1.95, -0.83, -0.24], [-1.80, 1.00, 1.28], [-0.98, 1.74, -0.82]],
  "lowdin_charge": [-0.02, -0.31, -0.06, -0.28, 0.08, -0.22, 0.07, 0.14, 0.13, 0.10, 0.13, 0.10, 0.14],
  "gap_ev": 10.419,
  "smiles": "O[C@H]1C[C@H]2N[C@@H]12",
  "e_above_lowest_kcal_mol": 100.70,
  "e_homo_ev": -9.4,
  "lumo_energy_ev": 1.000
}

Entry 3:
{
  "formula": "C35H33Br2F5N4O6S4Zr",
  "method": "ωB97M-V with the def2-TZVPD basis set",
  "elements": ["Zr", "C", "C", "S", "C", "C", "S", "C", "C", "S", "H", "H", "H", "H", "H", "H", "H", "H", "H", "H", "H", "H", "Br", "C", "C", "C", "N", "C", "C", "C", "C", "C", "Br", "C", "C", "N", "H", "H", "H", "H", "H", "H", "O", "C", "C", "C", "C", "N", "C", "C", "C", "C", "C", "C", "O", "C", "C", "N", "H", "H", "H", "H", "H", "H", "H", "H", "H", "H", "H", "H", "C", "S", "O", "O", "O", "H", "H", "H", "F", "C", "C", "F", "C", "F", "C", "O", "C", "F", "C", "F"],
  "positions_angstrom": [[-1.03, -0.81, -0.95], [2.70, 3.93, 0.79], [3.27, 3.03, 1.89], [2.76, 1.29, 1.78], [2.23, 0.97, 3.48], [1.03, 1.75, 4.02], [-0.43, 1.80, 2.94], [-0.74, 3.58, 2.83], [0.36, 4.45, 2.24], [0.90, 3.94, 0.59], [3.08, 3.62, -0.18], [3.05, 4.94, 0.96], [2.98, 3.39, 2.87], [4.36, 3.08, 1.85], [3.08, 1.11, 4.15], [2.02, -0.10, 3.49], [1.33, 2.78, 4.22], [0.75, 1.32, 4.98], [-1.01, 3.96, 3.81], [-1.63, 3.64, 2.21], [1.23, 4.46, 2.89], [-0.01, 5.48, 2.19], [-2.29, -1.86, 5.78], [-1.94, -1.53, 3.98], [-0.64, -1.65, 3.49], [-0.44, -1.42, 2.15], [-1.42, -1.10, 1.29], [-2.66, -0.91, 1.79], [-2.95, -1.15, 3.12], [-3.68, -0.41, 0.84], [-4.91, 0.06, 1.29], [-5.80, 0.58, 0.36], [-7.45, 1.25, 0.92], [-5.45, 0.61, -0.98], [-4.21, 0.11, -1.33], [-3.33, -0.39, -0.45], [0.18, -1.92, 4.13], [0.56, -1.49, 1.73], [-3.95, -1.03, 3.50], [-5.16, 0.06, 2.33], [-6.11, 1.00, -1.73], [-3.91, 0.11, -2.37], [5.94, -0.48, -2.34], [5.18, 0.70, -2.34], [3.79, 0.38, -1.88], [2.83, 1.38, -1.78], [1.56, 1.06, -1.36], [1.19, -0.20, -1.07], [2.12, -1.17, -1.14], [3.42, -0.91, -1.53], [1.67, -2.50, -0.68], [2.53, -3.58, -0.53], [2.05, -4.78, -0.05], [2.97, -5.96, 0.16], [4.26, -5.73, -0.35], [0.70, -4.86, 0.29], [-0.10, -3.75, 0.12], [0.37, -2.58, -0.35], [6.83, -0.29, -2.65], [5.12, 1.15, -3.34], [5.60, 1.46, -1.67], [3.07, 2.41, -2.01], [0.81, 1.82, -1.21], [4.17, -1.69, -1.57], [3.58, -3.50, -0.78], [2.51, -6.86, -0.26], [3.05, -6.13, 1.24], [4.39, -6.23, -1.15], [0.27, -5.77, 0.68], [-1.15, -3.78, 0.36], [-2.05, -3.86, -3.96], [-1.91, -2.43, -2.97], [-2.24, -2.75, -1.54], [-0.49, -1.97, -2.90], [-2.74, -1.37, -3.48], [-1.41, -4.63, -3.55], [-1.75, -3.58, -4.97], [-3.10, -4.16, -3.94], [-3.38, 4.59, -4.20], [-2.85, 3.77, -3.31], [-2.06, 2.70, -3.73], [-1.84, 2.49, -5.02], [-1.54, 1.87, -2.77], [-0.81, 0.76, -3.11], [-1.74, 2.04, -1.41], [-1.18, 1.16, -0.57], [-2.56, 3.09, -1.01], [-2.84, 3.26, 0.28], [-3.10, 3.95, -1.95], [-3.87, 4.95, -1.56]],
  "lowdin_charge": [1.97, -0.53, -0.50, 0.85, -0.54, -0.50, 0.86, -0.52, -0.50, 0.87, 0.04, 0.09, 0.06, 0.08, 0.09, 0.05, 0.07, 0.08, 0.09, 0.05, 0.06, 0.09, 0.89, -0.66, -0.08, -0.14, -0.01, -0.18, -0.03, -0.18, -0.02, -0.66, 0.88, -0.05, -0.08, 0.01, 0.12, 0.12, 0.12, 0.11, 0.13, 0.11, -0.04, -0.19, -0.13, 0.01, -0.12, -0.01, -0.18, 0.08, -0.18, 0.08, -0.13, -0.19, -0.03, 0.03, -0.11, -0.05, 0.11, 0.15, 0.14, 0.13, 0.07, 0.12, 0.13, 0.14, 0.14, 0.11, 0.13, 0.12, -0.09, 0.44, -0.41, -0.39, -0.28, 0.08, 0.09, 0.09, 0.16, -0.12, -0.13, 0.16, -0.14, 0.05, -0.29, -0.28, -0.14, 0.12, -0.12, 0.16],
  "gap_ev": 6.252,
  "charge": 2,
  "e_above_lowest_kcal_mol": 11.88,
  "e_homo_ev": -12.6,
  "lumo_energy_ev": -6.386
}